1.
The following is a DFT calculation (wB97M-V/def2-TZVPD) of C8H28OP2SW as an isolated structure.

- orbital gap (alpha / beta) (eV) = 7.1 / 4.5
- <S²> = 2.011
- spin multiplicity = 3
- net charge = +2

Atoms and positions in Å:
W 0.790 -0.075 -0.735
H 0.619 0.400 0.851
H 1.639 -0.374 0.698
P 0.054 2.188 -0.615
P -0.048 -2.266 -0.674
C -1.295 -3.237 0.224
H -1.342 -4.255 -0.193
H -1.054 -3.296 1.290
H -2.271 -2.753 0.126
C -0.413 -2.802 -2.388
H 0.332 -2.431 -3.101
H -0.445 -3.900 -2.448
H -1.398 -2.415 -2.682
C 1.420 -3.292 -0.224
H 1.595 -3.205 0.855
H 1.232 -4.351 -0.455
H 2.329 -2.983 -0.752
C -0.507 2.798 -2.241
H -0.444 3.895 -2.258
H 0.113 2.392 -3.049
H -1.549 2.491 -2.392
C -1.050 3.099 0.519
H -0.731 2.982 1.564
H -1.012 4.173 0.266
H -2.086 2.753 0.414
C 1.597 3.164 -0.358
H 2.418 2.806 -0.991
H 1.408 4.219 -0.603
H 1.905 3.100 0.695
H 1.405 0.411 -2.217
H -0.792 0.051 -0.320
C -2.457 0.621 3.763
S -1.071 -0.367 3.150
C -0.754 -1.602 4.434
O -1.663 -1.207 2.036
H -2.416 0.806 4.844
H -3.341 0.034 3.507
H -2.466 1.574 3.210
H -1.628 -2.257 4.427
H 0.138 -2.163 4.115
H -0.599 -1.148 5.420


2.
The following is a DFT calculation (wB97M-V/def2-TZVPD) of a 17-piece molecular cluster, C8H30B2O31 overall.

- orbital gap (eV) = 9.3
- net charge = -2

Atoms and positions in Å:
O 16.775 5.566 -13.020
C 17.801 4.957 -13.160
O 17.926 3.715 -13.572
B 19.362 3.356 -13.718
O 20.077 4.603 -13.379
C 19.233 5.546 -13.029
O 19.483 6.657 -12.654
O 19.558 2.863 -15.095
C 20.057 1.634 -15.062
O 20.429 1.000 -16.003
C 20.133 1.208 -13.583
O 19.773 2.247 -12.843
O 20.486 0.135 -13.201
O 21.191 9.113 -10.366
C 20.516 8.357 -9.720
O 20.406 7.073 -9.900
B 19.699 6.453 -8.776
O 19.175 7.588 -8.013
C 19.622 8.734 -8.516
O 19.341 9.820 -8.117
O 18.625 5.615 -9.357
C 18.834 4.361 -9.068
O 18.242 3.404 -9.487
C 20.023 4.315 -8.091
O 20.511 5.522 -7.969
O 20.440 3.317 -7.554
O 21.005 4.005 -4.808
H 20.999 3.136 -4.399
H 20.686 3.837 -5.711
O 22.531 11.641 -9.706
H 22.921 11.311 -8.892
H 22.625 10.909 -10.323
O 22.995 1.468 -6.423
H 22.898 2.429 -6.361
H 22.964 1.150 -5.518
O 16.624 11.269 -8.330
H 17.521 11.557 -8.118
H 16.213 12.027 -8.752
O 17.615 8.284 -10.960
H 18.227 7.629 -11.337
H 17.586 8.987 -11.615
O 16.489 8.459 -8.220
H 16.645 9.387 -7.988
H 16.942 8.356 -9.073
O 23.402 8.839 -12.047
H 22.532 8.817 -11.600
H 23.639 9.769 -12.100
O 22.696 1.762 -9.334
H 22.836 1.716 -8.379
H 21.732 1.830 -9.413
O 19.826 0.774 -9.373
H 19.470 1.653 -9.583
H 19.556 0.214 -10.107
O 15.308 5.625 -8.405
H 15.809 6.414 -8.654
H 15.263 5.090 -9.204
O 19.645 12.641 -7.009
H 19.785 11.916 -7.634
H 19.211 12.222 -6.260
O 15.580 2.420 -10.242
H 15.511 3.122 -10.897
H 16.506 2.459 -9.965
O 18.017 1.954 -6.411
H 17.329 2.616 -6.288
H 18.688 2.399 -6.950
O 19.861 11.071 -12.278
H 19.990 11.878 -12.784
H 20.266 10.372 -12.803
O 17.692 6.795 -5.456
H 16.944 7.394 -5.386
H 18.213 7.169 -6.177


3.
The following is a DFT calculation (wB97M-V/def2-TZVPD) of a 7-piece molecular cluster, C8H30N2O7 overall.

- orbital gap (eV) = 8.9

Atoms and positions in Å:
N -13.660 3.714 -27.185
C -13.548 4.768 -27.930
N -12.658 5.575 -27.461
O -14.445 5.154 -28.894
H -14.304 2.892 -27.432
H -12.860 3.344 -26.646
H -12.376 6.404 -27.950
H -11.957 5.195 -26.816
C -16.432 7.632 -27.723
C -16.389 8.766 -26.675
O -17.547 8.646 -25.830
H -16.716 6.656 -27.309
H -15.574 7.588 -28.378
H -17.322 7.840 -28.312
H -16.373 9.814 -27.036
H -15.599 8.697 -26.037
H -17.401 9.058 -24.977
C -12.639 10.144 -25.877
O -12.731 9.218 -24.826
H -12.581 11.138 -25.421
H -13.538 10.086 -26.499
H -11.670 9.993 -26.379
H -12.003 8.573 -24.899
C -8.309 8.643 -29.219
O -9.370 9.511 -28.775
H -8.815 7.835 -29.733
H -7.758 8.196 -28.392
H -7.664 9.194 -29.834
H -8.891 10.308 -28.557
C -10.945 4.684 -30.511
O -10.215 3.507 -30.398
H -10.462 5.280 -31.322
H -10.900 5.342 -29.636
H -12.006 4.371 -30.740
H -9.399 3.743 -29.855
C -9.397 8.081 -25.766
O -10.340 7.670 -24.860
H -8.551 7.495 -25.694
H -9.036 9.108 -25.676
H -9.609 7.898 -26.825
H -10.011 6.786 -24.627
C -12.713 8.521 -29.036
O -11.585 7.888 -28.433
H -13.574 8.175 -28.574
H -12.763 8.353 -30.142
H -12.699 9.589 -28.926
H -10.852 8.509 -28.574


4.
The following is a DFT calculation (wB97M-V/def2-TZVPD) of a 7-piece molecular cluster, C8H31NO9 overall.

- orbital gap (eV) = 9.5

Atoms and positions in Å:
C -0.388 -4.387 1.369
O 0.503 -4.391 0.283
C 0.341 -3.203 -0.454
C 1.222 -3.156 -1.694
C 2.701 -2.905 -1.427
N 0.661 -2.098 -2.552
H -0.201 -3.538 2.040
H -0.299 -5.324 1.915
H -1.447 -4.289 1.091
H -0.705 -3.086 -0.757
H 0.554 -2.293 0.131
H 1.135 -4.109 -2.216
H 3.106 -1.907 -1.586
H 3.343 -3.552 -2.031
H 3.005 -3.185 -0.409
H 0.531 -1.252 -2.009
H 1.258 -1.865 -3.338
O 5.909 -5.064 -7.346
C 5.709 -4.322 -6.146
C 4.805 -4.935 -5.105
O 3.499 -5.215 -5.654
H 5.502 -4.567 -8.061
H 6.720 -4.298 -5.710
H 5.459 -3.266 -6.283
H 4.663 -4.257 -4.257
H 5.229 -5.827 -4.632
H 2.998 -5.478 -4.873
O 7.347 -1.659 -1.313
C 6.308 -1.469 -2.255
C 6.865 -0.961 -3.587
O 7.541 0.263 -3.466
H 7.652 -0.834 -0.933
H 5.848 -2.441 -2.456
H 5.516 -0.838 -1.844
H 5.949 -0.729 -4.160
H 7.342 -1.666 -4.275
H 8.370 0.177 -2.987
O -0.976 -2.368 -5.027
H -0.298 -2.488 -4.338
H -0.472 -2.238 -5.839
O 1.481 -3.358 -6.698
H 2.346 -3.770 -6.522
H 0.959 -4.053 -7.112
O 2.708 1.149 -3.238
H 3.447 1.764 -3.153
H 2.432 0.973 -2.331
O 3.079 -2.171 -4.408
H 3.500 -1.300 -4.396
H 2.444 -2.127 -5.143